{
  "formula": "C4H7NS",
  "method": "wB97M-V/def2-TZVPD",
  "gap_ev": 8.6,
  "total_charge": 0,
  "total_energy_ev": -16584.7077,
  "smiles": "CC(=S)N1CC1",
  "molar_mass_g_mol": 101.2,
  "fmax_ev_per_a": 1.578,
  "elements": ["H", "H", "N", "C", "C", "H", "C", "H", "S", "H", "C", "H", "H"],
  "positions_angstrom": [[-1.781, -1.256, 1.331], [1.798, 1.521, -0.810], [-0.006, -1.074, 0.039], [-1.175, -0.715, -0.719], [1.146, -0.282, 0.013], [-1.740, -1.593, -1.114], [1.079, 1.200, -0.044], [-1.101, 0.397, 1.253], [2.638, -0.968, 0.031], [1.429, 1.609, 0.909], [-1.178, -0.561, 0.752], [0.071, 1.598, -0.248], [-1.182, 0.125, -1.395]],
  "forces_ev_per_angstrom": [[0.479, -0.270, -0.043], [-0.398, 0.131, 0.256], [0.285, -1.212, 0.645], [-1.325, -0.544, -0.452], [1.484, -0.513, -0.154], [0.687, 0.774, 0.261], [-0.284, 0.843, -0.185], [0.029, 0.204, -0.425], [-0.938, -0.013, 0.027], [-0.102, 0.002, -0.123], [-0.507, 0.335, 0.106], [0.398, -0.077, -0.009], [0.192, 0.341, 0.096]],
  "nbo_charge": [0.211, 0.259, -0.472, -0.240, 0.126, 0.212, -0.731, 0.200, 0.020, 0.252, -0.246, 0.208, 0.202]
}